Density functional theory data (wB97M-V/def2-TZVPD) for a structure of composition C21H36P2Sr.

The geometry in XYZ format:
```
60
Properties=species:S:1:pos:R:3:forces:R:3:mulliken_charge:R:1
P 0.2017 -2.1559 -2.3953 -0.6211 -0.6650 -1.0090 0.84
P 0.1895 1.8844 -1.9103 0.9251 -1.8915 -1.7260 1.11
C 0.1822 -0.6164 -3.3166 -0.0466 0.4634 -1.0865 -1.02
C 1.0767 0.5114 -2.7657 0.8704 0.4836 -0.3566 -1.39
H -0.8566 -0.2782 -3.4589 0.1724 -0.1482 0.2295 0.56
H 0.5645 -0.8760 -4.3154 -0.1977 0.0803 0.0811 0.53
H 1.9121 0.1243 -2.1581 -0.3896 0.0870 -0.0465 0.44
H 1.5640 1.0227 -3.6117 0.0139 -0.3956 0.0454 0.73
C -0.2375 2.8744 -3.3415 0.2982 0.6228 -0.1145 -1.41
H -0.5840 3.8524 -2.9980 -0.0571 -0.0056 -0.2338 0.42
H -1.0416 2.3822 -3.9001 0.0599 0.0132 0.2091 0.37
H 0.6449 2.9904 -3.9904 -0.3626 0.1192 0.1189 0.47
C 1.4795 2.6989 -0.9398 0.9715 1.1092 -0.2340 -1.15
H 1.9381 3.5580 -1.4650 -0.1900 -0.2465 0.1181 0.44
H 2.3315 2.0171 -0.7430 -0.5612 0.1707 -0.0809 0.04
H 1.0450 3.1084 -0.0172 0.1665 -0.1734 -0.0572 0.45
C -0.8977 -3.3572 -3.2020 -0.0248 0.1691 -0.4366 -1.51
H -1.0244 -4.2411 -2.5557 -0.0018 0.5328 -0.0175 0.35
H -0.4506 -3.6734 -4.1592 -0.1288 0.2025 0.2682 0.50
H -1.8733 -2.8984 -3.3979 0.1805 -0.2807 0.2153 0.42
C 1.7933 -2.9373 -2.7316 0.4788 0.0169 -0.3473 -1.44
H 2.6145 -2.2084 -2.7653 -0.1405 -0.2765 0.1055 0.36
H 1.7051 -3.4370 -3.7093 0.3004 0.1810 0.3482 0.44
H 1.9844 -3.6985 -1.9628 0.0224 0.2382 -0.1913 0.45
Sr 2.4036 0.8053 1.6581 -0.7699 -0.7412 2.0204 1.45
C -1.3632 1.0341 -1.0025 -2.9229 0.7108 3.3659 0.17
C -2.6518 0.5165 -1.4024 1.1120 1.5029 0.1102 -1.88
C -3.0077 -0.9044 -1.3319 -0.3008 -1.1578 0.0950 0.06
C -2.6086 -1.7515 -0.0225 -1.5202 0.8506 -0.4667 -0.71
C -1.4612 -2.6033 -0.1604 1.9101 -1.8604 -0.8608 -1.30
C -0.1713 -2.1118 -0.6415 -0.2303 0.0484 2.9344 0.19
C 0.3298 -0.8450 0.1360 -0.1101 -0.5740 -0.2991 -0.20
C -0.5397 0.4138 0.2126 -0.3641 0.9803 -0.1000 -0.01
C 1.9997 -1.4397 2.8811 0.4483 -0.0600 -0.2331 -1.47
H -1.6667 2.0283 -0.6125 0.4817 -0.1434 0.0480 0.61
H -3.4324 1.2862 -1.6178 0.8282 -0.7477 0.2075 0.29
H -2.5533 -1.3655 -2.2350 -0.4905 -0.6953 0.4505 -0.26
H -4.1116 -1.0132 -1.3894 0.6155 0.2010 -0.4325 0.45
H -2.4810 -1.0775 0.8503 -0.7774 0.1563 -0.3548 0.25
H -3.4618 -2.4259 0.1878 0.1951 0.5515 0.0824 0.48
H -1.4276 -3.5961 0.2941 -0.1261 0.3349 -0.1645 0.27
H 0.5627 -2.8960 -0.3892 -0.0534 0.0479 0.2635 0.59
H 1.3389 -0.5905 -0.2551 0.2106 0.1139 -0.1160 0.50
H 0.4831 -1.2216 1.1688 -0.0283 0.2772 -0.6194 -0.57
H -1.2706 0.3633 1.0212 0.1048 -0.3836 -0.0928 0.25
H 0.1330 1.2396 0.5902 -0.5820 -0.3679 -0.3680 -0.20
H 2.7540 -1.5443 3.6848 -0.2289 -0.0747 -0.2068 0.31
H 1.8967 -2.4181 2.3770 0.1156 0.1497 0.2051 0.21
H 1.0423 -1.2372 3.3970 0.3625 -0.0580 -0.2834 0.28
C -0.1556 2.7907 6.1578 0.3300 0.0206 -0.0855 -0.36
C -0.6179 1.5692 5.6457 0.5921 -0.3559 -0.6072 -0.64
C 0.0860 0.9613 4.5685 -1.2778 0.8394 1.5976 -0.65
C 1.1873 1.5915 4.0310 1.9399 -0.8498 -2.5456 0.52
C 1.7445 2.7142 4.6111 -1.2813 1.2463 1.7967 -0.56
C 1.0390 3.3618 5.6766 0.3761 -0.4437 -0.3501 -0.42
H -0.6986 3.2730 6.9761 0.1921 -0.1123 -0.2834 0.32
H -1.4983 1.0689 6.0733 0.3660 0.3375 -0.1308 0.32
H -0.2431 -0.0199 4.2236 -0.1013 0.3391 -0.1069 0.22
H 2.7283 3.1101 4.3133 -0.4965 0.0547 -0.0479 0.21
H 1.4320 4.2869 6.1350 -0.2573 -0.5440 -0.2236 0.30
```
Positions in Å, forces in eV/Å.

Summary:
electronic energy: -41762.6945 eV
energy relative to the best compared isomer or geometry (same formula, charge and spin): 68.7 kcal per mole
F_max: 4.51 eV Å⁻¹
orbital gap (spin up / spin down): 0.13297 / 0.13300 Ha
spin multiplicity: 1
HOMO (spin up / spin down): -4.6269 / -4.6278 eV
total charge: 0